Record 1
This record from the OMol25 dataset describes an isolated ion of composition C4H9N2 and charge +1 in a non-equilibrium geometry. The level of theory is ωB97M-V/def2-TZVPD.

The geometry in XYZ format:
```
15
Properties=species:S:1:pos:R:3
N 0.41546 0.05323 -0.31180
N -1.98752 -0.18124 -0.29198
C -3.35952 -0.02146 0.03424
C 2.66405 -0.41470 -0.39586
C 1.60666 0.44834 0.29811
C -0.77882 0.10677 0.36578
H 2.47667 -1.45956 0.05206
H 1.65275 1.54685 0.01742
H -3.54379 0.37997 0.98862
H 1.54605 0.31991 1.45202
H 2.35879 -0.32757 -1.41164
H -1.78243 -0.72980 -1.20062
H 3.66814 -0.19649 -0.15957
H -4.06365 -0.05633 -0.76294
H -0.87283 0.53209 1.32616
```

Properties
LUMO level (spin up / spin down) in eV: -6.72 / -6.73
SMILES: C=[NH+]/C=N/CC
Charge: +1
ΔE to the lowest compared entry with this formula, charge and spin in kcal per mole: 91.3

Results of the Löwdin charge analysis, in e, for atoms 1 through 5: atom 1 (N): 0.06, atom 2 (N): 0.06, atom 3 (C): 0.28, atom 4 (C): -0.07, atom 5 (C): -0.31



Record 2
This record from the OMol25 dataset describes C5H9N3O3S2 as an isolated structure in a non-equilibrium geometry. The level of theory is ωB97M-V/def2-TZVPD.

The geometry in XYZ format:
```
22
Properties=species:S:1:pos:R:3
S -0.70912 -0.54061 -1.66303
S 1.87459 -0.61245 -0.72345
O -0.29668 0.73655 -2.20634
O 0.13299 -0.84644 -0.39485
O -0.86003 -1.64851 -2.58205
N -2.80628 -1.12151 -0.04275
N 2.19229 -1.02539 -2.04150
N -4.28407 0.55025 -0.52236
C -2.22311 -0.23193 -0.87874
C 2.35946 -1.47515 0.82088
C -4.01659 -0.63774 0.18312
C -3.09174 0.81949 -1.08336
C 2.11649 1.19877 -0.31196
H -4.64832 -1.11121 0.79639
H 1.11601 1.64713 -0.57855
H 2.34725 -2.50321 0.55121
H 3.03245 1.43926 -0.95230
H 2.47841 1.36281 0.71129
H 1.44921 -1.23018 1.31968
H -3.01641 1.79264 -1.60562
H -5.02622 1.20108 -0.59610
H 3.18760 -0.88586 1.20413
```

Properties
LUMO level in eV: 0.41
ΔE to the lowest compared entry with this formula, charge and spin in kcal per mole: 81.6

Results of the Löwdin charge analysis, in e, for atoms 1 through 5: atom 1 (S): 0.57, atom 2 (S): 0.69, atom 3 (O): -0.31, atom 4 (O): -0.46, atom 5 (O): -0.25



Record 3
This record from the OMol25 dataset describes C22H33NO7P3V as an isolated structure. The level of theory is ωB97M-V/def2-TZVPD.

The geometry in XYZ format:
```
67
Properties=species:S:1:pos:R:3
V -0.43302 -1.41081 -0.63152
P -2.40833 -2.64068 -2.18845
P 0.09976 -1.26050 1.74324
P 0.44137 -3.07808 -2.74825
O -0.02685 -4.56920 -2.82077
O 1.37715 -2.65465 -3.77733
O -2.27654 -2.02090 -0.78669
O -0.98371 -2.20819 -2.85113
O -3.45945 -1.74526 -2.94764
O 0.78899 -2.72576 -1.26163
O -2.62200 -4.09404 -2.31137
N -0.01383 0.42338 -0.54514
C -2.52590 1.68958 -1.02715
C 0.82645 2.48420 0.48263
C -0.61397 2.35286 -4.24852
C -0.19394 1.10724 -1.79075
C -1.05973 -0.84610 4.32881
C 1.55479 -2.30519 2.18384
C -1.25822 -1.51021 2.96700
C -1.42695 1.71877 -2.05398
C 0.83087 1.11418 -2.73791
C 1.90693 -2.41240 3.66353
C -1.61609 2.33362 -3.28184
C 1.33090 3.13489 1.59304
C 0.45838 1.13790 0.55778
C -0.83792 3.03879 -5.56830
C 2.05530 3.21596 4.01143
C 1.49593 2.48883 2.81917
C 2.15640 0.46081 -2.45696
C -2.56381 -1.01318 2.33694
C 0.59656 1.74148 -3.95819
C 1.12024 1.15559 2.89254
C 2.75309 -1.83212 1.35675
C 0.59771 0.47933 1.79254
H -3.38244 2.27173 -1.36419
H 3.02900 3.65398 3.78645
H -0.73239 4.12125 -5.46921
H -3.37894 -1.09572 3.05806
H -0.11984 2.70160 -6.31479
H 1.24058 0.63338 3.83391
H -2.86767 0.66784 -0.84215
H -2.83131 -1.57572 1.44478
H 2.51605 -1.77507 0.29351
H 1.38575 1.74147 -4.70199
H 2.49845 0.67657 -1.44299
H 3.58049 -2.53310 1.47538
H 1.09460 -2.83379 4.25492
H 3.08888 -0.84866 1.69098
H -2.57154 2.80178 -3.49422
H 2.17904 2.54281 4.85941
H 1.39681 4.02854 4.32421
H -1.87080 -1.15078 4.99294
H -2.47434 0.04219 2.06117
H -2.18831 2.09747 -0.07165
H -1.10206 0.23937 4.23216
H 1.61260 4.17821 1.50264
H 2.17980 -1.44210 4.08216
H -3.87261 -2.17732 -3.70406
H -0.11873 -1.10911 4.80754
H -0.97747 -4.69160 -2.57934
H -1.31321 -2.59749 3.09228
H 1.26227 -3.29635 1.81993
H 0.72704 3.01407 -0.45616
H 2.09926 -0.62357 -2.57745
H -1.84100 2.84098 -5.94761
H 2.77216 -3.06879 3.77717
H 2.90932 0.81584 -3.15952
```

Properties
LUMO level (spin up / spin down) in eV: 0.07 / 0.30
ΔE to the lowest compared entry with this formula, charge and spin in kcal per mole: 0.0
Spin multiplicity: 3

Results of the Löwdin charge analysis, in e, for atoms 1 through 5: atom 1 (V): 0.86, atom 2 (P): 0.24, atom 3 (P): 1.08, atom 4 (P): 0.26, atom 5 (O): -0.09



Record 4
This record from the OMol25 dataset describes an isolated ion of composition C14H21N2O3 and charge -1 in a non-equilibrium geometry. The level of theory is ωB97M-V/def2-TZVPD.

The geometry in XYZ format:
```
40
Properties=species:S:1:pos:R:3
O -0.73457 2.16915 1.22230
O 2.48294 -1.24794 0.92036
O -2.64991 2.89800 2.25716
N -2.66072 1.92174 -2.40164
N -2.69795 -0.53229 3.39076
C -3.25693 -0.20305 0.66018
C 2.22608 0.33689 -2.10074
C -2.45549 -1.17043 -0.34081
C 2.87138 1.17659 0.40419
C -0.85932 -0.92840 -0.36280
C -2.89974 -0.56324 2.19768
C 1.99176 1.41232 -0.92301
C -0.33239 -0.53183 -1.85948
C -3.12464 1.37099 0.33672
C -2.12168 2.17024 1.32458
C 2.27361 0.09655 1.42935
C 1.21307 -0.91198 -2.10047
C -2.82638 1.66528 -1.23124
C 1.91966 -2.23025 1.83642
H -0.36934 -1.96001 -0.13963
H -2.64413 -2.26688 -0.00647
H 2.20559 0.86429 -3.11690
H 0.90186 1.55314 -0.59870
H -4.17502 1.82992 0.51983
H -0.45452 0.58659 -2.08717
H 2.87407 2.19131 0.97367
H 2.91112 0.17643 2.40315
H 3.29860 -0.08742 -1.94405
H -4.38176 -0.46669 0.55133
H 1.19343 0.34034 1.72816
H 1.48448 -1.75888 -1.37829
H 1.27110 -1.37762 -3.16656
H 2.81361 -2.88313 2.19490
H -2.85144 -1.08781 -1.41233
H 1.52187 -1.65495 2.74577
H -0.48885 -0.20719 0.44616
H 3.99130 0.97555 0.16365
H 1.16242 -2.94213 1.35509
H 2.32903 2.44014 -1.35288
H -1.00349 -1.12697 -2.58582
```

Properties
LUMO level in eV: 3.09
SMILES: COCCCCCCCC[C@@H](C#N)[C@H](C#N)C(=O)[O-]
Charge: -1
ΔE to the lowest compared entry with this formula, charge and spin in kcal per mole: 0.0

Results of the Löwdin charge analysis, in e, for atoms 1 through 5: atom 1 (O): -0.18, atom 2 (O): -0.26, atom 3 (O): -0.10, atom 4 (N): 0.10, atom 5 (N): 0.12



Record 5
This record from the OMol25 dataset describes C8H16O4Si in the gas phase in a non-equilibrium geometry. The level of theory is ωB97M-V/def2-TZVPD.

The geometry in XYZ format:
```
29
Properties=species:S:1:pos:R:3
Si 0.10462 0.09068 0.08712
O -1.02364 0.77389 -0.97494
O 0.16770 1.12270 1.42992
O -0.98511 -1.00156 -2.40501
O 1.73879 -0.20448 2.28767
C -2.00290 -1.20820 1.18708
C -0.58698 -1.51097 0.80625
C -2.07710 0.95049 -3.16002
C -1.25245 0.15368 -2.15073
C 1.81233 0.03378 -0.72297
C 1.07613 0.79587 2.39560
C 1.92694 -0.74836 -1.97691
C 1.30188 1.59222 3.63482
H 1.15611 -0.36028 -2.68787
H 2.58869 -0.19956 0.05424
H -2.19588 -0.98833 2.21526
H 1.38375 2.64007 3.51801
H 2.27088 1.24032 4.04712
H -1.43766 1.77983 -3.49267
H 2.88312 -0.66880 -2.40617
H -0.52900 -2.29154 0.04501
H -2.86859 1.41524 -2.67016
H 1.88540 1.10207 -1.03479
H -2.40509 0.45427 -4.03101
H -0.06163 -1.98171 1.67088
H 0.53784 1.34798 4.41009
H -2.58484 -2.18702 0.92532
H 1.61650 -1.74986 -1.63073
H -2.43982 -0.39242 0.62960
```

Properties
LUMO level in eV: 0.68
SMILES: CC[Si](CC)(OC(C)=O)OC(C)=O
ΔE to the lowest compared entry with this formula, charge and spin in kcal per mole: 0.0

Results of the Löwdin charge analysis, in e, for atoms 1 through 5: atom 1 (Si): 0.55, atom 2 (O): -0.03, atom 3 (O): -0.03, atom 4 (O): 0.08, atom 5 (O): 0.06



Record 6
This record from the OMol25 dataset describes C20H42AsBFeN9O as an isolated structure. The level of theory is ωB97M-V/def2-TZVPD.

The geometry in XYZ format:
```
75
Properties=species:S:1:pos:R:3
As -1.11697 1.09527 -0.97225
Fe -0.24775 -1.00819 0.55340
O 1.09667 -1.25190 -0.96098
N 1.75047 0.26153 2.44198
N -1.15300 0.25199 1.78704
N -1.47477 -2.12227 -0.78917
N 2.03353 0.83433 -0.72076
N 3.55279 2.60114 -0.84625
N 3.93877 0.53986 -1.91192
N -0.35378 -2.44627 2.37675
N -0.59554 1.06949 2.70934
N 1.41843 -0.69842 1.56427
C 2.43542 -1.57409 1.53944
C -1.54781 1.52244 3.52843
C 1.99788 -0.40245 -1.18708
C 5.19495 0.84355 -2.57900
C -2.46718 -3.39404 1.63901
C -0.45158 1.29161 -2.79244
C -1.80175 -4.13263 0.48788
C -0.93294 2.82456 -0.11486
C -3.05874 0.96033 -1.21016
C 2.95857 0.00761 2.95495
C -3.58955 2.07611 -2.11012
C -2.47143 0.19583 2.06059
C -2.77106 0.98919 3.15383
C 3.44277 -1.16514 2.40080
C 3.20856 1.36063 -1.16056
C -0.58925 0.04121 -3.65518
C -0.50128 3.94992 -1.04998
C -2.20493 -3.43594 -0.78737
C 3.22040 -0.71929 -2.01486
C -1.53528 -3.25391 2.81759
B 0.89737 1.52872 2.68170
H -1.29094 2.19162 4.33258
H -3.34338 -0.01139 -1.61125
H 0.43882 -3.06174 2.22999
H 0.00127 -0.78746 -3.26461
H 0.46988 3.75117 -1.50507
H -3.27631 -3.23629 -0.80104
H 5.03146 1.39058 -3.50786
H -2.05904 -1.44290 -1.25843
H 3.00534 3.07437 -0.14416
H -1.21210 4.13612 -1.85431
H -2.01417 -5.20070 0.50842
H -1.90446 3.02316 0.34372
H -0.65906 -2.22650 -1.38464
H 4.42869 3.00430 -1.13215
H -3.26544 1.96257 -3.14339
H 4.37589 -1.65717 2.61005
H -1.62809 -0.28652 -3.73487
H -0.71429 -4.02335 0.53688
H -0.41529 4.86983 -0.47133
H 2.39410 -2.44442 0.90317
H -4.67897 2.03989 -2.10455
H -3.12380 -0.43030 1.47460
H 1.17657 2.00652 3.74320
H -3.72787 1.14530 3.61919
H -0.07372 -1.83781 3.13912
H 2.97456 -0.99520 -3.04223
H -1.21687 -4.22255 3.20574
H -3.29510 3.06441 -1.75788
H 3.78398 -1.53550 -1.55625
H -1.03580 2.11696 -3.20162
H -0.21326 2.69988 0.68584
H -0.24464 0.24548 -4.66852
H 3.38653 0.67137 3.68709
H -3.42636 -3.85005 1.88566
H 1.07848 2.32047 1.78455
H 5.84360 1.42060 -1.92059
H -2.67440 -2.36933 1.32414
H -2.02436 -2.72324 3.63399
H 5.70484 -0.08946 -2.80401
H -3.48372 1.03421 -0.21057
H 0.58034 1.62217 -2.71741
H -1.95484 -3.99992 -1.68523
```

Properties
LUMO level (spin up / spin down) in eV: -7.65 / -5.17
Charge: +2
ΔE to the lowest compared entry with this formula, charge and spin in kcal per mole: 24.0
Spin multiplicity: 2

Results of the Löwdin charge analysis, in e, for atoms 1 through 5: atom 1 (As): 1.34, atom 2 (Fe): 0.60, atom 3 (O): -0.12, atom 4 (N): -0.04, atom 5 (N): -0.09



> ΔE to the lowest compared entry with this formula, charge and spin of number 5 (C8H16O4Si)?

0.0 kcal per mole